Below is a molecular structure, C54H36Cl4N5O4Pb, with properties calculated with wB97M-V/def2-TZVPD.

Geometry as XYZ:
```
104
Properties=species:S:1:pos:R:3
Pb -0.024 0.368 0.090
Cl -5.901 7.207 3.509
Cl 0.875 5.638 -7.829
Cl 4.165 -6.897 -3.905
Cl -3.512 -5.681 6.630
O 3.209 0.737 2.261
O 2.419 1.324 -1.350
O 2.212 -1.319 1.167
O 1.498 -3.021 2.430
N -0.765 -1.880 0.027
N 4.343 0.299 -1.979
N -0.092 -0.174 -2.232
N -2.096 0.355 1.369
N -1.414 2.091 -0.910
C -1.747 -4.345 5.067
C -5.669 4.838 2.220
C 2.488 -4.025 -1.692
C -4.086 -4.037 4.561
C 2.189 -0.849 5.942
C -2.209 2.939 -0.211
C -3.548 3.815 1.664
C -2.741 1.484 1.758
C 2.272 -1.069 3.531
C 0.061 0.765 -3.202
C -1.323 -2.543 1.072
C -3.446 1.228 2.997
C 3.097 -5.637 -3.347
C 2.015 -5.270 -4.127
C -0.372 -4.121 -0.217
C 2.746 0.423 5.841
C -0.388 3.557 -6.645
C 1.090 4.850 -5.247
C -4.940 3.801 1.658
C 0.514 -1.312 -2.653
C 0.786 4.025 -4.175
C -0.100 2.960 -4.317
C 1.959 -1.577 4.786
C 2.852 0.208 3.443
C -2.403 -2.892 3.255
C -2.398 -0.622 2.258
C 0.824 0.198 -4.293
C 3.123 0.328 -1.413
C -2.014 -1.970 2.147
C -1.408 -3.489 4.029
C -3.610 5.944 2.811
C -1.800 3.954 -2.177
C 1.970 -1.889 2.290
C 5.067 -0.957 -2.063
C 1.116 -1.080 -3.948
C -0.165 -2.797 -0.765
C 4.855 1.524 -2.565
C -3.082 -4.606 5.324
C 3.341 -5.027 -2.127
C 0.534 -2.528 -1.949
C -1.099 -3.966 0.909
C 0.499 4.606 -6.475
C -2.896 4.899 2.243
C -2.454 4.125 -1.003
C -1.150 2.662 -2.109
C -4.994 5.902 2.795
C -3.229 -0.071 3.309
C 1.399 -3.624 -2.467
C -0.407 2.083 -3.151
C -2.769 2.696 1.054
C 3.076 0.949 4.606
C 1.169 -4.264 -3.680
C -0.681 2.740 -5.563
C -3.738 -3.181 3.526
H 1.938 -1.262 6.910
H 1.833 -5.770 -5.069
H 4.273 1.812 -3.444
H -4.026 1.948 3.550
H 6.089 -0.760 -2.379
H -1.457 -4.732 1.576
H -0.845 3.386 -7.611
H 0.315 -3.976 -4.281
H -0.979 -4.807 5.673
H -5.121 -4.267 4.771
H -1.784 4.622 -3.023
H 2.930 0.034 1.594
H 2.810 -0.643 -0.997
H 3.510 1.936 4.508
H 5.099 -1.449 -1.090
H 1.678 -1.800 -4.520
H 1.107 0.709 -5.199
H -0.022 -5.040 -0.659
H -3.593 -0.609 4.168
H 4.610 -1.644 -2.781
H -5.456 2.965 1.203
H -6.750 4.825 2.211
H 2.650 -3.545 -0.732
H -3.070 4.959 -0.706
H 1.783 5.673 -5.137
H 1.521 -2.567 4.825
H -1.377 1.919 -5.680
H -0.368 -3.279 3.794
H 5.894 1.380 -2.852
H 1.246 4.197 -3.210
H -3.100 6.782 3.264
H 4.786 2.336 -1.841
H 4.186 -5.333 -1.525
H 2.921 1.011 6.734
H -1.813 4.922 2.251
H -4.511 -2.734 2.914
```

Properties
Relative energy (zero: lowest compared OMol25 entry of this formula, charge and spin): 1.0 kcal/mol
Lowest unoccupied orbital energy: 0.040 hartree
Charge: -1
E: -127566.0807 eV

---

Below is a molecular structure, C54H39F7O12V2, with properties calculated with wB97M-V/def2-TZVPD.

Geometry as XYZ:
```
114
Properties=species:S:1:pos:R:3
V 4.403 -2.406 0.670
V 0.410 0.673 0.948
F -5.562 -1.452 3.701
F -1.281 -2.909 1.130
F 0.257 2.098 -1.958
F 1.343 -2.864 -5.274
F 4.584 -1.119 -1.662
F -4.764 6.910 2.735
F -4.577 -2.421 -0.724
O -1.098 1.156 0.774
O 0.896 -0.397 -0.121
O 3.011 -2.466 -0.132
O 1.138 0.674 5.520
O 1.921 3.137 3.892
O 1.470 2.479 1.232
O 6.177 1.314 3.699
O 4.070 -2.953 2.878
O 5.341 -0.116 1.232
O 0.479 -0.144 2.919
O 5.146 -1.559 5.255
O 5.688 -3.012 -0.004
C 3.901 -1.524 4.856
C 1.717 2.125 -5.224
C -3.479 5.426 1.344
C -1.383 -6.337 -1.293
C -0.295 -1.215 -5.377
C 4.705 0.900 1.741
C -4.679 0.772 3.377
C 2.566 2.160 1.732
C -2.507 -4.749 0.081
C -0.194 -5.546 -1.138
C -2.379 4.595 1.214
C -1.328 -4.033 0.321
C -2.349 -0.002 4.694
C -2.403 1.252 4.131
C 6.126 -1.409 -3.376
C -4.526 -0.553 3.845
C 0.238 -2.290 -4.763
C 1.450 -0.676 3.489
C -6.410 -1.054 -0.220
C -1.694 -0.859 -3.461
C -4.281 0.000 -0.489
C -2.541 -5.865 -0.778
C -0.197 -2.722 -3.466
C -3.373 -0.936 4.451
C -5.054 -1.161 -0.503
C -1.439 5.413 3.252
C 0.156 3.693 -3.600
C 3.492 1.140 1.163
C 2.285 -1.690 2.940
C 5.550 -2.778 -5.248
C 2.870 2.741 3.175
C 5.061 1.595 3.046
C 4.819 -1.557 -2.904
C -3.610 6.195 2.511
C 1.226 3.382 -5.674
C 4.290 -2.949 -4.719
C 0.573 2.393 -3.198
C 3.411 -2.127 3.534
C 3.126 -0.651 5.541
C -1.174 -1.961 -2.820
C -4.895 1.276 -0.212
C 0.528 4.247 -4.819
C -3.590 1.630 3.475
C 6.504 -2.023 -4.511
C -6.255 1.336 0.044
C -2.631 6.139 3.497
C 1.822 -0.208 4.997
C 3.825 -2.319 -3.524
C -0.186 -4.407 -0.367
C -7.022 0.152 0.050
C 1.411 1.681 -3.962
C -1.310 -0.475 -4.782
C -1.347 4.532 2.155
C 4.192 2.494 3.704
H -2.428 -0.191 -3.035
H 1.530 3.647 -6.676
H 6.806 -0.842 -2.757
H -1.691 1.951 4.543
H -0.572 5.439 3.896
H 3.708 -3.683 -5.257
H 3.110 0.684 0.262
H 0.805 -4.005 -0.216
H -2.651 6.708 4.414
H -6.697 2.312 0.180
H -1.359 -7.214 -1.924
H 5.915 -3.248 -6.149
H -3.204 -0.006 -0.574
H -3.713 2.636 3.100
H 0.753 -5.943 -1.474
H 2.296 1.403 -5.779
H 4.444 3.092 4.566
H -0.472 3.960 1.886
H 2.846 -2.563 -3.140
H -5.672 1.132 3.152
H 0.300 5.277 -5.050
H -1.495 -2.167 -1.809
H -3.399 -6.503 -0.930
H -4.257 5.456 0.595
H -3.330 -1.980 4.723
H -4.376 2.218 -0.314
H -1.912 0.383 -5.041
H -2.380 4.176 0.218
H -8.059 0.269 0.332
H 1.746 0.747 -3.535
H -0.346 4.269 -2.837
H -3.459 -4.365 0.418
H 7.482 -1.923 -4.958
H -6.911 -2.001 -0.087
H 0.289 -3.550 -2.971
H 1.828 -2.189 2.098
H 3.466 -0.135 6.428
H 0.188 -0.827 -6.261
H -1.500 -0.245 5.317
```

Properties
Lowest unoccupied orbital energy: 0.105 hartree
Charge: -2
E: -151595.1453 eV

---

Below is a molecular structure, C54H40Cl2KN8O2S3, with properties calculated with wB97M-V/def2-TZVPD.

Geometry as XYZ:
```
110
Properties=species:S:1:pos:R:3
K -1.177 -2.418 0.596
Cl -2.142 -9.497 2.546
Cl -4.686 -8.941 0.663
S 1.320 0.703 0.757
S -0.930 0.630 -1.541
S 0.703 2.750 -0.948
O -5.559 -4.180 0.585
O -0.521 -5.033 4.234
N -0.157 -0.632 -0.891
N 0.253 1.707 -2.065
N 0.147 -0.262 0.497
N -3.231 -4.013 0.464
N -0.853 -4.597 1.969
N 1.266 2.258 0.514
N -3.830 -1.216 -0.028
N 1.669 -3.395 1.951
C 1.841 -3.784 4.304
C -4.666 -2.223 -0.299
C 1.029 -0.350 4.621
C -1.088 3.075 -0.274
C -2.294 -1.197 -5.449
C 0.796 7.312 -1.258
C 2.829 -0.963 -0.829
C -1.389 -0.090 -3.093
C 2.937 1.999 -2.738
C 2.485 2.784 -1.690
C 2.900 -2.886 1.997
C 2.851 0.100 0.062
C -3.726 3.654 0.454
C -3.002 -5.302 0.991
C -0.221 -4.558 3.122
C 0.953 -0.375 3.234
C -2.849 3.107 1.372
C 3.661 -2.782 3.149
C 5.230 0.255 -0.099
C 2.154 1.732 3.146
C -1.976 3.634 -1.191
C -1.855 -5.559 1.785
C 3.109 -3.242 4.335
C 1.145 -3.848 3.095
C -1.114 0.551 -4.291
C -1.534 2.822 1.012
C -2.121 -1.271 -3.052
C -2.494 -7.900 1.931
C -4.130 -0.005 -0.503
C 0.666 6.720 -0.008
C 4.036 0.722 0.424
C 2.246 1.727 4.527
C -4.481 -3.619 0.317
C -5.795 -2.040 -1.104
C -3.835 -6.377 0.674
C 0.610 5.340 0.112
C 0.886 5.138 -2.282
C -3.590 -7.659 1.122
C -2.566 -1.824 -4.242
C 4.031 -1.404 -1.364
C 5.225 -0.806 -0.995
C 3.373 3.690 -1.112
C 1.509 0.673 2.519
C -6.056 -0.798 -1.641
C 5.112 3.040 -2.633
C 1.678 0.692 5.261
C -1.572 -0.014 -5.473
C -5.212 0.259 -1.318
C 0.890 6.522 -2.394
C 0.744 4.573 -1.029
C 4.245 2.126 -3.202
C 4.668 3.825 -1.576
C -1.650 -6.858 2.255
C -3.283 3.916 -0.838
H 0.593 7.336 0.879
H -1.649 3.832 -2.207
H 4.656 -2.361 3.106
H -0.540 1.465 -4.291
H 2.278 1.267 -3.177
H 1.735 0.706 6.342
H 2.547 2.555 2.567
H 3.312 -2.553 1.055
H 1.012 4.510 -3.152
H -3.186 2.875 2.373
H -4.716 -6.194 0.081
H -5.383 1.262 -1.685
H -4.749 3.869 0.734
H 3.665 -3.187 5.264
H 0.465 -1.184 2.724
H -3.960 4.334 -1.572
H -3.460 0.799 -0.217
H 0.460 4.868 1.072
H 1.348 -4.189 5.177
H 6.126 3.135 -2.997
H 4.578 1.496 -4.017
H 4.028 -2.231 -2.061
H 6.159 0.731 0.180
H 2.743 2.543 5.032
H -0.874 2.384 1.745
H -6.443 -2.889 -1.260
H -0.799 -7.053 2.891
H 0.982 6.981 -3.370
H 1.889 -1.415 -1.104
H -2.355 -1.744 -2.111
H 0.585 -1.157 5.184
H 3.052 4.309 -0.283
H 0.821 8.389 -1.345
H -6.916 -0.645 -2.283
H -3.131 -2.746 -4.217
H 6.159 -1.164 -1.407
H 5.336 4.537 -1.108
H -1.360 0.474 -6.416
H 4.034 1.567 1.099
H -2.653 -1.630 -6.375
```

Properties
Relative energy (zero: lowest compared OMol25 entry of this formula, charge and spin): 38.5 kcal/mol
Lowest unoccupied orbital energy: 0.059 hartree
Charge: -1
E: -146533.2063 eV

---

Below is a molecular structure, C54H41Cl5F2N10O2PbS3, with properties calculated with wB97M-V/def2-TZVPD.

Geometry as XYZ:
```
118
Properties=species:S:1:pos:R:3
Pb -0.125 -0.912 -1.710
Cl -1.004 -2.680 -7.112
Cl -4.061 -3.015 -6.668
Cl -3.556 -1.043 -1.683
Cl 0.796 -1.633 -4.799
Cl -5.337 -2.228 -3.942
S 0.925 0.702 2.114
S -0.537 2.043 0.004
S -0.415 -1.797 1.400
F 4.675 1.359 -0.795
F 4.852 -3.208 -1.642
O 1.052 2.621 -4.774
O 0.879 1.162 -3.222
N -0.958 1.734 -4.227
N -1.003 -1.882 0.060
N -1.055 3.230 -6.121
N 0.373 1.860 -4.102
N -3.586 1.351 -4.366
N 0.491 1.897 1.247
N 0.645 -3.337 -1.970
N -2.922 2.294 -5.187
N 0.816 -0.764 1.651
N -1.030 0.867 -0.718
C 1.440 5.259 -2.492
C 0.374 -5.660 -2.365
C 1.971 -3.466 -1.904
C -3.773 -0.456 3.062
C -3.075 -2.426 -5.401
C 1.969 -4.544 3.199
C -2.756 -0.752 2.167
C -2.813 4.726 1.973
C -3.687 -0.886 4.377
C -0.767 1.233 6.259
C 1.621 3.674 -0.691
C 3.542 -0.127 2.083
C 4.784 -0.943 -1.222
C 2.192 4.644 -1.504
C 1.751 -5.814 -2.306
C -0.911 1.657 3.896
C 0.925 0.345 4.803
C 4.902 0.105 2.249
C 3.100 2.180 2.725
C -1.657 -1.465 2.622
C -1.465 -1.459 -3.334
C -0.469 3.931 -1.895
C -0.135 -4.388 -2.186
C -1.715 4.087 1.424
C 0.297 3.323 -0.904
C 0.371 -3.295 1.938
C -4.090 4.206 1.780
C -4.277 3.054 1.033
C -1.587 2.432 -5.193
C 5.355 1.353 2.646
C -1.919 2.924 0.690
C 2.671 0.214 -1.205
C 0.417 -5.676 1.744
C -2.582 -1.606 4.814
C -0.906 -1.804 -4.556
C -2.829 -1.586 -3.160
C 2.667 0.919 2.324
C -0.141 -4.459 1.381
C 1.423 -3.321 2.844
C 0.110 4.907 -2.686
C -1.553 -1.902 3.936
C 2.563 -4.718 -2.072
C 2.027 -0.975 -1.473
C 4.094 -2.110 -1.498
C -3.646 -2.079 -4.177
C -1.423 1.800 5.178
C 1.466 -5.717 2.650
C 0.257 0.931 3.732
C 0.403 0.504 6.074
C -3.183 2.399 0.478
C 2.706 -2.191 -1.630
C 4.458 2.389 2.884
C 4.047 0.209 -1.077
C -1.699 -2.278 -5.599
H 4.819 3.359 3.196
H 0.032 -6.592 1.317
H 3.172 -1.088 1.757
H 2.791 -4.584 3.900
H -2.333 2.364 5.327
H -4.493 -0.672 5.066
H 6.415 1.524 2.772
H -2.677 5.633 2.544
H -2.869 0.963 -3.758
H 2.142 1.151 -1.133
H -3.292 1.506 -0.122
H 0.916 0.074 6.923
H -1.410 2.109 3.051
H 1.816 -2.404 3.257
H 1.899 -6.668 2.927
H -4.644 0.092 2.727
H -5.274 2.667 0.872
H -1.502 3.644 -2.041
H 2.392 2.976 2.908
H -0.474 5.392 -3.455
H 2.202 3.203 0.088
H -0.718 4.485 1.562
H 1.890 6.020 -3.114
H -0.703 -2.482 4.267
H -1.637 3.663 -6.817
H 5.861 -0.950 -1.140
H -4.944 4.715 2.206
H 2.199 -6.788 -2.448
H -4.227 1.878 -3.776
H -0.953 -4.402 0.670
H -2.528 -1.949 5.838
H -0.285 -6.496 -2.547
H 3.226 4.920 -1.358
H -3.443 2.555 -6.010
H -0.049 3.289 -6.175
H -1.163 1.364 7.256
H -2.798 -0.465 1.125
H 1.847 -0.200 4.653
H -1.201 -4.194 -2.217
H 5.606 -0.693 2.059
H 3.630 -4.842 -2.033
```

Properties
Relative energy (zero: lowest compared OMol25 entry of this formula, charge and spin): 0.0 kcal/mol
Lowest unoccupied orbital energy: -0.164 hartree
Charge: +2
E: -181437.6309 eV